No. 1
{
  "formula": "C53H58BrNO4PSr",
  "method": "wB97M-V/def2-TZVPD",
  "species": ["Sr", "C", "C", "C", "C", "C", "C", "C", "N", "C", "C", "C", "C", "C", "C", "O", "C", "C", "C", "C", "C", "C", "C", "C", "C", "O", "C", "C", "C", "C", "C", "C", "H", "H", "H", "H", "H", "H", "H", "H", "H", "H", "H", "H", "H", "H", "H", "H", "H", "H", "H", "H", "H", "H", "H", "H", "H", "H", "H", "H", "H", "H", "H", "H", "H", "H", "H", "H", "H", "H", "H", "H", "C", "C", "C", "C", "C", "C", "P", "C", "C", "C", "C", "C", "C", "C", "C", "C", "C", "C", "C", "H", "H", "H", "H", "H", "H", "H", "H", "H", "H", "H", "H", "H", "H", "Br", "C", "C", "C", "C", "C", "C", "C", "O", "O", "H", "H", "H", "H"],
  "positions_angstrom": [[-0.921, 0.270, -0.690], [7.339, 0.197, -1.288], [6.349, 0.139, -0.120], [6.867, 1.156, 0.907], [6.516, -1.354, 0.359], [4.919, 0.392, -0.530], [3.862, -0.484, -0.218], [2.540, -0.258, -0.594], [1.486, -0.888, -0.074], [1.379, -1.876, 0.849], [2.424, -2.340, 1.713], [2.054, -3.301, 2.623], [0.664, -3.515, 2.944], [-0.380, -3.043, 2.259], [-0.041, -2.324, 1.065], [-0.947, -2.030, 0.224], [-1.797, -3.258, 2.704], [-2.710, -4.010, 1.714], [-2.452, -1.890, 2.952], [-1.834, -4.043, 4.056], [2.989, -4.128, 3.536], [4.481, -3.909, 3.131], [2.776, -5.665, 3.424], [2.769, -3.712, 5.002], [2.317, 0.800, -1.574], [1.170, 0.980, -2.057], [3.422, 1.686, -2.008], [4.653, 1.460, -1.422], [3.197, 2.835, -3.032], [1.929, 3.664, -2.730], [4.358, 3.841, -3.154], [3.025, 2.150, -4.381], [8.350, 0.154, -0.937], [7.215, 1.078, -1.918], [7.136, -0.560, -2.061], [7.847, 0.827, 1.288], [6.189, 1.097, 1.811], [6.782, 2.177, 0.575], [7.573, -1.593, 0.270], [5.867, -2.006, -0.197], [6.313, -1.393, 1.451], [4.069, -1.362, 0.375], [3.459, -2.048, 1.621], [0.492, -4.150, 3.823], [-2.505, -3.651, 0.689], [-3.732, -3.855, 2.021], [-2.531, -5.069, 1.756], [-2.695, -1.386, 2.016], [-1.755, -1.276, 3.512], [-3.379, -2.009, 3.542], [-1.470, -5.072, 3.932], [-2.858, -4.051, 4.513], [-1.192, -3.541, 4.792], [4.712, -4.150, 2.077], [5.136, -4.480, 3.718], [4.738, -2.845, 3.265], [3.164, -6.077, 2.491], [1.741, -5.989, 3.518], [3.257, -6.106, 4.303], [2.877, -2.643, 5.043], [3.591, -4.138, 5.589], [1.847, -4.013, 5.356], [5.508, 2.163, -1.642], [2.144, 4.196, -1.776], [1.060, 3.054, -2.609], [1.739, 4.419, -3.504], [4.483, 4.355, -2.151], [4.086, 4.592, -3.853], [5.341, 3.430, -3.345], [2.323, 1.333, -4.377], [3.942, 1.841, -4.883], [2.676, 2.936, -5.072], [-8.086, -2.535, -1.457], [-6.820, -3.027, -1.571], [-5.705, -2.177, -1.723], [-5.884, -0.815, -1.661], [-7.162, -0.314, -1.579], [-8.262, -1.145, -1.461], [-4.332, 0.197, -1.629], [-5.031, 1.914, -1.595], [-5.061, 2.586, -0.354], [-5.618, 3.882, -0.265], [-6.182, 4.440, -1.395], [-6.041, 3.815, -2.630], [-5.442, 2.534, -2.734], [-3.588, -0.035, -3.285], [-4.218, -0.448, -4.438], [-3.481, -0.761, -5.594], [-2.117, -0.625, -5.569], [-1.505, -0.199, -4.411], [-2.167, 0.145, -3.233], [-8.887, -3.230, -1.408], [-6.668, -4.078, -1.682], [-4.677, -2.600, -1.730], [-7.246, 0.759, -1.538], [-9.264, -0.674, -1.366], [-4.612, 2.201, 0.546], [-5.580, 4.449, 0.656], [-6.681, 5.409, -1.366], [-6.465, 4.337, -3.499], [-5.362, 2.058, -3.675], [-5.289, -0.617, -4.453], [-4.039, -1.169, -6.486], [-1.517, -0.926, -6.437], [-0.418, -0.096, -4.400], [-3.621, 6.398, 3.651], [-1.986, 5.621, 3.020], [-0.801, 6.289, 3.243], [0.364, 5.775, 2.729], [0.294, 4.582, 2.020], [-0.858, 3.871, 1.895], [-2.060, 4.366, 2.421], [-0.863, 2.509, 1.307], [0.263, 2.034, 1.046], [-1.938, 1.954, 0.983], [-0.756, 7.246, 3.772], [1.276, 6.324, 2.879], [1.166, 4.142, 1.578], [-3.020, 3.900, 2.268]],
  "mol_weight_g_mol": 971.5,
  "charge": -1,
  "de_lowest_ev": 1.269
}

***

No. 2
{
  "formula": "C53H59N4O3",
  "method": "wB97M-V/def2-TZVPD",
  "species": ["C", "C", "C", "C", "C", "C", "N", "C", "C", "C", "C", "C", "C", "C", "C", "C", "C", "O", "N", "C", "C", "C", "C", "C", "C", "C", "C", "C", "C", "C", "C", "C", "C", "H", "H", "H", "H", "H", "H", "H", "H", "H", "H", "H", "H", "H", "H", "H", "H", "H", "H", "H", "H", "H", "H", "H", "H", "H", "H", "H", "H", "H", "H", "H", "H", "C", "O", "C", "C", "C", "C", "C", "C", "C", "N", "C", "C", "C", "C", "C", "C", "C", "C", "C", "O", "N", "C", "C", "C", "C", "C", "C", "H", "H", "H", "H", "H", "H", "H", "H", "H", "H", "H", "H", "H", "H", "H", "H", "H", "H", "H", "H", "H", "H", "H", "H", "H", "H", "H"],
  "positions_angstrom": [[1.846, 4.379, -0.734], [2.018, 2.975, -0.230], [1.119, 1.971, -0.596], [1.247, 0.655, -0.132], [0.285, -0.374, -0.638], [2.295, 0.356, 0.777], [2.370, -0.934, 1.422], [1.337, -1.566, 2.079], [0.313, -0.926, 2.891], [0.629, 0.287, 3.845], [0.196, 1.468, 2.973], [-0.259, 0.199, 5.138], [-0.152, -0.912, 5.965], [-0.780, -0.946, 7.221], [-1.460, 0.183, 7.681], [-1.624, 1.280, 6.833], [-1.116, 1.240, 5.532], [-0.870, -1.251, 2.722], [1.397, -2.902, 1.756], [0.281, -3.793, 1.535], [-0.607, -4.136, 2.573], [-0.355, -3.859, 4.020], [-1.799, -4.814, 2.278], [-2.089, -5.253, 0.983], [-3.364, -5.985, 0.670], [-1.153, -4.995, -0.013], [0.033, -4.290, 0.238], [0.941, -4.072, -0.925], [2.689, -3.121, 1.247], [3.283, -1.933, 1.046], [3.291, 1.317, 1.052], [4.522, 0.995, 1.849], [3.109, 2.627, 0.571], [2.236, 5.100, -0.009], [2.378, 4.547, -1.680], [0.789, 4.598, -0.917], [0.299, 2.218, -1.273], [0.788, -1.169, -1.203], [-0.326, -0.814, 0.164], [-0.411, 0.108, -1.341], [-0.775, 1.259, 2.516], [0.171, 2.413, 3.519], [0.931, 1.560, 2.165], [0.470, -1.744, 5.626], [-0.711, -1.848, 7.837], [-1.886, 0.189, 8.688], [-2.177, 2.163, 7.178], [-1.385, 2.034, 4.829], [-0.590, -4.762, 4.608], [0.686, -3.588, 4.223], [-1.025, -3.068, 4.387], [-2.506, -5.017, 3.087], [-3.176, -6.836, 0.005], [-3.834, -6.357, 1.584], [-4.086, -5.333, 0.162], [-1.345, -5.357, -1.027], [0.505, -4.583, -1.791], [1.036, -3.017, -1.202], [1.941, -4.490, -0.776], [3.035, -4.114, 1.011], [4.221, -1.697, 0.562], [4.923, 1.934, 2.257], [4.337, 0.315, 2.689], [5.318, 0.556, 1.228], [3.857, 3.390, 0.814], [2.906, 5.791, 8.017], [2.528, 5.641, 6.633], [2.448, 4.399, 6.092], [2.348, 4.311, 4.681], [2.357, 3.069, 4.073], [2.245, 1.887, 4.831], [2.031, 0.474, 4.194], [2.791, -0.523, 5.059], [2.979, -1.869, 4.937], [3.593, -2.631, 5.922], [4.718, -3.537, 5.733], [4.694, -4.493, 4.545], [5.880, -5.457, 4.547], [5.671, -6.800, 4.213], [6.713, -7.731, 4.318], [7.988, -7.312, 4.715], [8.214, -5.961, 5.002], [7.170, -5.033, 4.897], [4.721, -4.280, 7.082], [5.211, -5.370, 7.358], [3.975, -3.509, 7.938], [3.976, -3.762, 9.359], [3.613, -2.237, 7.341], [4.705, -1.201, 7.657], [2.286, -1.709, 7.863], [2.254, 1.995, 6.217], [2.440, 3.212, 6.857], [2.926, 6.871, 8.150], [2.166, 5.335, 8.690], [3.897, 5.358, 8.212], [2.319, 5.226, 4.096], [2.387, 3.031, 2.982], [2.524, 0.496, 3.216], [3.524, -0.044, 5.720], [2.745, -2.372, 3.998], [5.655, -2.940, 5.692], [3.759, -5.077, 4.566], [4.697, -3.891, 3.622], [4.665, -7.111, 3.919], [6.517, -8.781, 4.099], [8.801, -8.035, 4.807], [9.198, -5.620, 5.324], [7.353, -3.981, 5.123], [4.095, -4.837, 9.519], [4.787, -3.231, 9.877], [3.028, -3.422, 9.781], [5.693, -1.540, 7.320], [4.482, -0.245, 7.180], [4.725, -1.040, 8.743], [1.481, -2.436, 7.715], [2.383, -1.469, 8.929], [2.041, -0.793, 7.323], [2.108, 1.100, 6.823], [2.557, 3.236, 7.940]],
  "e_tot_ha": -2499.4815,
  "mol_weight_g_mol": 800.1,
  "charge": 1
}

***

Which value of charge does entry 2 give? +1

***

What is the charge in the first record? -1

***

The lowest charge belongs to which entry? C53H58BrNO4PSr

***

Among the records above, which one has the lowest charge? C53H58BrNO4PSr